The following is a DFT calculation (the ωB97M-V functional and the def2-TZVPD basis) of a structure of composition C2F10N3Na2O12S6.

highest occupied orbital energy = -0.2712 Eh
total energy = -132129.4353 eV
2S+1 = 1
frontier orbital gap = 5.33 eV
total charge = -1

CARTESIAN COORDINATES (ANGSTROEM)
Na -0.929 4.234 -1.587
Na -0.460 0.178 -0.427
N 0.088 1.590 -4.197
S 1.473 1.843 -5.099
O 1.830 3.175 -5.448
O 1.922 0.862 -6.057
F 2.373 1.454 -3.723
S -0.815 1.419 -5.388
O -1.210 0.058 -5.666
O -0.829 2.403 -6.446
F -2.157 1.783 -4.596
N -3.454 2.681 1.457
S -3.494 3.779 2.802
O -3.610 3.236 4.162
O -4.062 5.075 2.555
F -1.884 4.141 2.743
S -4.819 2.104 1.729
O -5.944 3.014 1.716
O -4.880 0.967 2.595
F -5.001 1.383 0.275
C 1.000 -2.428 4.066
F 1.005 -3.714 3.551
F -0.194 -1.850 3.782
F 1.287 -2.577 5.402
S 2.423 -1.617 2.900
O 1.989 -0.223 2.800
O 3.733 -1.745 3.577
N 2.104 -2.343 1.312
S 3.273 -3.458 1.203
O 4.595 -2.850 1.110
O 3.254 -4.543 2.206
C 2.884 -4.373 -0.514
F 3.254 -3.471 -1.516
F 3.638 -5.431 -0.521
F 1.616 -4.755 -0.757

The following is a DFT calculation (the ωB97M-V functional and the def2-TZVPD basis) of a structure of composition C20H13Cl3N2O6Tc.

highest occupied orbital energy (spin up / spin down) = -0.5140 / -0.5138 Eh
total energy = -75964.7157 eV
⟨S²⟩ = 0.7756
2S+1 = 2
frontier orbital gap (spin up / spin down) = 6.52 / 4.69 eV
total charge = +2

CARTESIAN COORDINATES (ANGSTROEM)
Tc -0.431 0.222 0.115
Cl 2.457 4.578 -4.530
C 2.120 3.478 -3.252
C 0.825 3.361 -2.779
C 0.638 2.461 -1.751
Cl -0.958 2.221 -1.012
C 1.623 1.683 -1.180
O 1.341 0.852 -0.139
C 2.913 1.836 -1.679
Cl 4.190 0.899 -1.001
C 3.158 2.724 -2.709
H 0.018 3.949 -3.192
H 4.162 2.830 -3.095
O -1.735 -3.521 -0.216
C -0.903 -2.949 0.413
O -0.661 -1.634 0.302
C -0.040 -3.670 1.417
C 1.315 -3.250 1.668
C 2.152 -3.917 2.521
C 1.589 -5.030 3.144
O 2.144 -5.850 4.001
C 1.174 -6.856 4.352
O -0.008 -6.521 3.606
C 0.246 -5.447 2.896
C -0.595 -4.772 2.015
H 1.690 -2.386 1.134
H 3.179 -3.626 2.692
H 0.962 -6.799 5.416
H 1.536 -7.833 4.041
H -1.599 -5.104 1.790
N -4.168 0.787 4.382
C -2.952 0.510 4.904
O -2.760 -0.051 5.959
C -1.748 0.903 4.081
C -0.631 1.419 4.736
C 0.522 1.675 4.019
C 0.560 1.363 2.673
N -0.512 0.844 2.051
C -1.657 0.640 2.735
H -4.977 0.562 4.941
H -4.289 1.441 3.629
H -0.687 1.604 5.802
H 1.400 2.094 4.491
H 1.440 1.508 2.065
H -2.488 0.213 2.185

The following is a DFT calculation (the ωB97M-V functional and the def2-TZVPD basis) of a cluster of 6 separate species, C25H44BNO13P2 in total.

highest occupied orbital energy = -0.3167 Eh
total energy = -73999.0382 eV
SMILES string = CCB(O)P(COC(C)=O)[PH2]=N.O=C1CCCO1.O=C1CCCO1.O=C1CCCO1.O=C1CCCO1.O=C1CCCO1
2S+1 = 1
frontier orbital gap = 8.62 eV
total charge = 0

CARTESIAN COORDINATES (ANGSTROEM)
C -5.202 -2.260 0.943
C -4.299 -0.904 1.084
B -4.439 -0.463 2.658
O -5.417 0.562 3.015
P -3.420 -1.232 4.078
C -2.388 -2.669 3.330
O -1.470 -2.202 2.305
C -0.929 -3.272 1.551
C -0.450 -4.676 2.183
O -0.750 -3.153 0.307
P -4.657 -2.197 5.588
N -6.079 -2.741 5.083
H -5.779 -2.209 -0.038
H -4.572 -3.209 0.936
H -5.961 -2.257 1.811
H -3.221 -1.074 0.757
H -4.778 -0.081 0.448
H -5.032 1.455 2.894
H -3.041 -3.537 2.982
H -1.734 -3.043 4.207
H -1.115 -5.042 3.031
H 0.609 -4.495 2.599
H -0.335 -5.485 1.385
H -3.892 -3.345 6.051
H -4.888 -1.285 6.684
H -6.164 -2.497 4.087
O -5.875 -3.632 -1.885
C -5.632 -2.724 -2.637
C -4.647 -2.763 -3.774
C -4.472 -1.293 -4.093
C -5.808 -0.711 -3.693
O -6.256 -1.515 -2.595
H -5.089 -3.311 -4.609
H -3.709 -3.222 -3.464
H -4.212 -1.098 -5.134
H -3.681 -0.873 -3.463
H -6.547 -0.776 -4.497
H -5.722 0.329 -3.374
O 2.782 0.819 -3.177
C 2.310 0.169 -2.276
C 1.628 0.725 -1.056
C 1.609 -0.472 -0.129
C 1.563 -1.632 -1.094
O 2.290 -1.190 -2.249
H 0.618 1.045 -1.327
H 2.195 1.553 -0.632
H 0.778 -0.467 0.578
H 2.541 -0.504 0.446
H 0.543 -1.879 -1.398
H 2.035 -2.525 -0.682
O 6.479 -1.893 -2.164
C 6.307 -1.805 -3.352
C 5.159 -1.103 -4.025
C 5.241 -1.640 -5.438
C 6.717 -1.928 -5.592
O 7.166 -2.302 -4.284
H 5.329 -0.025 -3.988
H 4.212 -1.359 -3.553
H 4.856 -0.952 -6.192
H 4.672 -2.572 -5.510
H 7.281 -1.048 -5.916
H 6.904 -2.745 -6.291
O 2.332 3.258 0.577
C 2.569 4.176 -0.168
C 3.547 4.150 -1.311
C 3.719 5.623 -1.616
C 2.384 6.198 -1.202
O 1.945 5.382 -0.109
H 3.101 3.608 -2.149
H 4.488 3.688 -1.012
H 3.972 5.829 -2.657
H 4.513 6.038 -0.987
H 1.640 6.141 -2.002
H 2.470 7.235 -0.874
O 2.560 3.485 7.197
C 2.383 3.578 6.010
C 1.232 4.283 5.345
C 1.307 3.752 3.929
C 2.782 3.466 3.767
O 3.237 3.086 5.072
H 1.403 5.362 5.386
H 0.286 4.026 5.822
H 0.919 4.443 3.179
H 0.738 2.820 3.856
H 3.344 4.347 3.444
H 2.964 2.653 3.064

The following is a DFT calculation (the ωB97M-V functional and the def2-TZVPD basis) of a structure of composition C5H6Cl2CoO4SYb.

highest occupied orbital energy (spin up / spin down) = -0.9631 / -0.9855 Eh
total energy = -118458.6722 eV
⟨S²⟩ = 8.7684
2S+1 = 6
frontier orbital gap (spin up / spin down) = 10.38 / 8.15 eV
total charge = +4

CARTESIAN COORDINATES (ANGSTROEM)
Yb -0.760 1.516 -4.575
Co -0.750 -0.193 -2.374
Cl -1.317 -0.978 -4.366
Cl -0.807 2.367 -2.335
C 0.672 0.230 -1.395
C -1.582 1.320 -7.103
C -0.722 3.547 -6.287
O 0.984 0.771 -0.422
O -1.931 1.082 -8.172
O -0.675 4.468 -6.981
C -2.126 -1.784 2.014
S -1.058 -1.950 0.550
C -1.561 -3.518 -0.131
O -1.567 -0.976 -0.490
H -1.799 -2.471 2.823
H -3.160 -2.026 1.776
H -2.092 -0.766 2.429
H -2.623 -3.476 -0.069
H -1.229 -3.498 -1.193
H -1.128 -4.351 0.445

The following is a DFT calculation (the ωB97M-V functional and the def2-TZVPD basis) of a cluster of 3 separate species, C4H15N2O2 in total.

highest occupied orbital energy = -0.4978 Eh
total energy = -11458.8577 eV
2S+1 = 1
frontier orbital gap = 10.66 eV
total charge = +1

CARTESIAN COORDINATES (ANGSTROEM)
C -1.121 -0.468 -1.333
C -1.218 0.885 -0.657
C -0.374 0.955 0.574
C -0.586 1.313 1.830
N 1.067 0.996 0.237
N 0.323 -0.650 -1.725
H -1.317 -1.262 -0.519
H -1.800 -0.813 -2.106
H -2.351 0.902 -0.447
H -1.047 1.815 -1.229
H -1.457 0.989 2.338
H 0.159 1.649 2.567
H 1.216 1.549 -0.663
H 1.233 0.055 -0.097
H 1.635 1.412 0.996
H 0.542 -0.293 -2.638
H 0.721 -1.572 -1.686
H 2.665 0.541 3.195
H 3.902 1.144 2.593
O 2.965 0.938 2.388
H -1.728 -3.451 -1.977
H -1.401 -3.491 -0.511
O -2.029 -3.145 -1.130

The following is a DFT calculation (the ωB97M-V functional and the def2-TZVPD basis) of an isolated molecule of C5H10O.

highest occupied orbital energy = -0.3690 Eh
total energy = -7393.5211 eV
SMILES string = C=C[C@@H](C)CO
2S+1 = 1
frontier orbital gap = 11.11 eV
total charge = 0

CARTESIAN COORDINATES (ANGSTROEM)
C -1.487 0.635 1.011
C -0.269 0.162 1.262
C 0.591 -0.555 0.251
C -0.202 -1.508 -0.657
C 1.348 0.575 -0.564
O 0.790 1.869 -0.442
H -2.007 1.275 1.719
H -2.015 0.408 0.085
H 0.234 0.456 2.183
H 1.339 -1.159 0.785
H -0.762 -2.240 -0.062
H 0.463 -2.062 -1.330
H -0.917 -0.966 -1.285
H 1.386 0.271 -1.622
H 2.379 0.642 -0.204
H -0.127 1.771 -0.167